ORCA calculation (the ωB97M-V functional and the def2-TZVPD basis) on a cluster of 14 separate species, C42H78O42 in total in a non-equilibrium geometry.

Computed properties:
LUMO level (eV): 0.025
M (g mol⁻¹): 1255.0
HOMO-LUMO gap (Eh): 0.361
Charge: 0
Energy above the lowest of the compared OMol25 structures with the same formula, charge and spin (eV): 0.0192

```
162
Properties=species:S:1:pos:R:3:forces:R:3
C -2.328 5.572 1.716 0.4 0.8 0.5
C -3.061 6.510 0.792 -1.0 -0.2 0.2
O -2.325 6.397 -0.417 -0.2 0.7 0.1
C -1.619 5.261 -0.394 0.1 -0.5 -0.2
O -1.008 4.839 -1.315 0.2 -0.2 0.1
O -1.709 4.654 0.828 -0.1 0.0 -0.1
H -2.976 5.097 2.448 0.1 -0.3 -0.2
H -1.561 6.161 2.229 0.1 -0.4 0.1
H -3.110 7.525 1.178 0.3 0.1 -0.3
H -4.090 6.175 0.629 0.1 0.0 -0.2
C 3.713 -1.681 -1.981 -0.5 -0.4 0.3
C 4.148 -2.720 -3.024 0.2 0.6 0.6
O 3.966 -2.020 -4.258 0.2 -0.5 0.2
C 3.812 -0.705 -4.008 -0.1 0.8 -1.1
O 3.679 0.123 -4.855 0.2 -0.3 0.3
O 3.822 -0.448 -2.697 -0.1 -0.3 0.7
H 4.346 -1.647 -1.096 0.2 0.1 -0.1
H 2.692 -1.843 -1.623 -0.1 0.3 -0.2
H 3.568 -3.637 -3.067 0.0 0.0 0.2
H 5.196 -2.924 -2.791 0.1 -0.3 -0.8
C 4.771 -6.025 1.584 0.4 0.6 0.2
C 4.496 -5.396 0.216 -0.5 -1.7 -0.4
O 3.260 -4.703 0.435 0.8 0.5 -0.5
C 3.156 -4.443 1.748 -0.7 -1.1 1.1
O 2.318 -3.782 2.265 -0.1 0.6 -0.4
O 4.012 -5.209 2.468 0.1 0.7 -0.2
H 5.826 -5.897 1.831 -0.1 -0.5 0.2
H 4.395 -7.034 1.751 0.4 -0.1 -0.5
H 4.334 -6.201 -0.502 -0.3 0.2 -0.1
H 5.293 -4.788 -0.209 -0.1 0.5 0.4
C -1.042 -5.405 2.239 0.0 1.3 -1.1
O -2.455 -5.556 2.336 -0.3 -0.9 0.0
C -2.906 -6.102 3.471 0.5 0.7 1.2
O -2.281 -6.226 4.496 0.1 -0.4 -0.4
O -4.189 -6.386 3.335 0.2 0.2 -1.2
C -4.916 -7.025 4.330 -1.7 -0.7 1.2
H -0.481 -6.336 2.206 -0.2 -0.1 0.7
H -0.711 -4.612 2.905 0.3 -0.6 0.5
H -0.902 -4.956 1.252 -0.1 -0.2 -0.1
H -5.906 -7.135 3.879 0.1 -0.1 0.1
H -5.091 -6.492 5.271 0.5 0.6 -0.3
H -4.608 -8.018 4.668 0.7 0.1 -0.6
C 2.969 0.366 2.928 -0.3 0.5 0.6
O 3.735 -0.748 3.407 -0.6 0.3 -0.3
C 4.698 -1.242 2.675 0.9 -1.2 1.0
O 5.190 -0.874 1.648 -0.4 0.5 -0.8
O 5.165 -2.313 3.374 -0.2 0.3 0.5
C 6.255 -2.991 2.792 0.3 -0.2 -0.3
H 3.477 0.967 2.177 0.2 -0.3 0.1
H 2.807 0.958 3.828 0.0 0.2 -0.1
H 1.986 0.063 2.575 0.2 -0.4 -0.2
H 7.029 -2.300 2.457 -0.3 0.0 -0.4
H 5.824 -3.621 2.014 0.6 0.2 -0.4
H 6.758 -3.646 3.505 -0.6 0.1 0.4
C 0.131 -2.530 0.275 -1.3 -1.5 -0.5
O 0.692 -1.254 0.185 1.0 0.0 0.3
C -0.053 -0.142 0.044 -0.1 -0.7 0.0
O -1.132 -0.096 -0.480 -0.1 0.1 0.2
O 0.664 0.831 0.564 0.4 0.8 0.3
C 0.069 2.147 0.536 -0.7 0.1 -0.1
H 0.793 -3.302 -0.120 0.5 0.5 0.0
H -0.783 -2.673 -0.311 -0.1 0.6 0.0
H -0.112 -2.857 1.287 0.2 0.6 0.2
H -0.291 2.327 -0.475 -0.3 0.2 0.2
H 0.742 2.954 0.818 0.7 -0.6 -0.1
H -0.700 2.192 1.306 -0.4 -0.2 -0.3
C 1.078 -2.653 4.853 1.0 -0.5 0.6
O 0.491 -1.512 4.233 0.8 -0.3 -0.3
C -0.775 -1.597 3.852 -0.3 0.8 0.9
O -1.463 -2.581 3.849 -0.2 -0.1 -0.5
O -1.163 -0.334 3.629 0.0 -0.3 -0.3
C -2.468 -0.102 3.047 0.8 -0.3 0.0
H 1.329 -2.357 5.872 -0.6 -0.2 0.2
H 2.048 -2.944 4.451 -0.1 0.7 -0.7
H 0.478 -3.554 4.762 -0.4 0.2 0.3
H -3.191 -0.827 3.414 -0.1 0.1 0.0
H -2.347 -0.194 1.968 -0.4 0.1 0.0
H -2.666 0.922 3.349 -0.4 -0.1 -0.2
C 3.390 1.845 -0.475 -0.4 -1.9 -0.1
O 3.803 3.010 -1.150 0.6 0.0 0.7
C 2.955 3.637 -1.954 -0.1 0.9 -0.5
O 1.893 3.256 -2.336 -0.2 -0.4 0.1
O 3.441 4.839 -2.336 -0.3 -0.1 0.0
C 4.637 5.327 -1.752 0.4 0.0 0.7
H 2.717 1.207 -1.050 -0.2 0.6 -0.3
H 2.910 1.980 0.492 0.1 0.8 -0.1
H 4.236 1.172 -0.330 0.4 0.5 0.1
H 4.580 5.319 -0.660 0.0 -0.3 0.0
H 4.783 6.378 -1.990 -0.3 -0.1 -0.6
H 5.480 4.719 -2.079 0.1 0.2 0.1
C 1.653 6.184 0.735 0.2 -0.6 -0.3
O 1.117 7.453 1.061 -0.4 0.6 1.1
C 1.567 8.553 0.473 0.6 -0.6 -1.3
O 2.309 8.572 -0.475 0.2 0.1 0.1
O 1.050 9.610 1.060 -1.1 0.5 0.6
C 1.428 10.885 0.564 0.8 0.8 -0.1
H 1.630 5.598 1.655 -0.3 -0.1 -0.1
H 2.694 6.196 0.408 -0.1 0.5 -0.2
H 1.034 5.751 -0.052 0.2 -0.2 0.0
H 0.768 11.676 0.913 -0.4 -0.5 0.4
H 1.439 10.982 -0.519 0.1 -0.6 0.0
H 2.418 11.106 0.963 0.1 0.1 -0.2
C -0.250 -3.231 -3.523 -0.3 -0.5 -0.5
O -1.226 -2.997 -4.550 0.1 -0.4 0.6
C -1.540 -3.967 -5.416 -0.2 1.1 -1.1
O -0.980 -4.981 -5.711 0.4 -0.5 0.9
O -2.595 -3.475 -6.067 -0.8 0.6 0.0
C -3.232 -4.244 -7.070 0.7 -1.3 -0.2
H -0.275 -4.272 -3.201 0.0 -0.1 -0.1
H -0.549 -2.601 -2.690 0.2 0.2 -0.1
H 0.735 -2.996 -3.920 0.1 0.1 0.2
H -3.834 -5.034 -6.618 -0.3 0.3 0.1
H -2.497 -4.791 -7.665 0.1 0.2 -0.1
H -3.808 -3.608 -7.732 -0.1 0.3 0.3
C -4.198 -3.193 -1.044 -0.5 0.5 0.9
O -4.896 -3.614 0.149 0.3 -0.5 -0.5
C -5.184 -2.728 1.075 0.8 0.0 1.6
O -4.843 -1.577 1.170 -0.1 0.3 -0.9
O -5.798 -3.392 2.064 -0.4 -0.2 -0.4
C -6.333 -2.658 3.154 -0.3 0.6 0.0
H -3.915 -4.114 -1.540 -0.3 0.1 -0.3
H -3.293 -2.624 -0.828 -0.1 0.1 0.3
H -4.923 -2.551 -1.539 0.4 -0.1 -0.8
H -6.151 -1.583 3.126 0.6 -0.1 -0.3
H -5.900 -3.080 4.056 -0.3 0.0 0.1
H -7.421 -2.716 3.101 0.0 -0.5 0.3
C -3.973 0.257 -2.360 0.0 -0.2 1.4
O -4.102 -0.094 -3.719 -0.1 0.1 -0.9
C -5.172 0.353 -4.397 -0.6 0.8 2.5
O -6.061 1.017 -3.906 0.4 -0.1 -0.5
O -5.115 -0.107 -5.603 0.7 -0.3 -1.7
C -6.014 0.391 -6.591 -0.2 -0.1 -0.2
H -4.906 0.266 -1.793 -0.3 -0.1 -0.5
H -3.501 1.219 -2.157 0.2 0.0 -0.6
H -3.363 -0.535 -1.930 0.2 0.2 0.0
H -5.493 0.332 -7.545 0.0 -0.3 0.1
H -6.292 1.433 -6.457 0.0 -0.1 0.5
H -6.885 -0.262 -6.590 -0.2 0.2 -0.1
C 3.270 5.510 4.096 -0.3 1.0 -0.1
O 2.691 4.702 5.109 0.4 -0.2 0.2
C 1.820 3.783 4.688 -0.7 0.6 -0.1
O 1.340 3.678 3.591 0.3 0.1 -0.6
O 1.483 3.051 5.720 0.3 -0.3 1.9
C 0.326 2.266 5.671 -1.8 -1.6 -1.9
H 2.590 6.325 3.822 -0.4 -0.6 -0.5
H 3.576 4.867 3.276 0.1 0.4 -0.2
H 4.070 6.127 4.509 0.4 -0.9 0.3
H -0.536 2.743 5.194 0.2 0.8 0.3
H -0.032 1.826 6.597 0.8 0.7 0.6
H 0.405 1.399 5.002 0.7 0.0 0.0
C 0.437 0.496 -3.412 0.5 1.3 0.9
O -0.319 0.494 -4.625 0.0 -0.8 0.9
C -1.238 1.448 -4.755 -0.3 -0.2 -1.1
O -1.415 2.394 -4.061 0.0 0.3 0.6
O -1.958 1.258 -5.882 -0.4 0.1 0.5
C -1.877 0.018 -6.556 1.0 -0.7 -0.8
H -0.005 0.988 -2.542 -0.9 0.3 -0.6
H 1.308 1.129 -3.574 0.4 -0.6 -0.1
H 0.620 -0.498 -3.006 0.3 -0.3 -0.9
H -2.730 -0.095 -7.221 -0.2 0.3 0.2
H -1.785 -0.863 -5.921 -0.4 0.3 0.3
H -0.975 0.012 -7.177 -0.1 0.0 -0.1
```
Forces are in eV/Å.